# 1
The following is a DFT calculation (ωB97M-V/def2-TZVPD) of a molecular structure, C4H6AgO2 in a non-equilibrium geometry.

Results
total charge: +1
lowest unoccupied orbital energy (spin up / spin down): -5.432 / -5.708 eV
expectation value of S²: 2.04
HOMO-LUMO gap (spin up / spin down): 6.201 / 7.679 eV
ΔE to the lowest compared entry with this formula, charge and spin: 68.44 kcal per mole
spin multiplicity: 3

The geometry in XYZ format:
```
13
Properties=species:S:1:pos:R:3:forces:R:3
C 0.14005 -1.02001 0.32679 -1.5 0.0 -1.9
O 0.37457 -2.18604 -0.30521 0.7 1.1 0.6
H 0.20165 -1.18067 1.40522 0.0 0.4 -0.2
H 0.65678 -2.05874 -1.21839 -0.5 0.0 -0.2
C -1.71638 -0.02909 0.48174 0.0 0.8 -2.6
C -0.89265 1.16335 0.16443 0.5 1.1 1.9
H -2.60794 -0.07116 -0.16217 -0.1 -1.3 0.8
H -0.73278 1.52354 1.20746 0.4 1.0 -0.8
H -1.31613 1.90397 -0.53087 -0.2 -0.1 0.7
C 0.39361 0.60991 -0.37891 -1.0 -4.8 1.0
O 1.47600 0.24649 0.35350 1.1 1.6 0.6
Ag 3.51517 0.50505 0.12696 0.7 0.1 0.0
H 0.50804 0.59340 -1.47055 0.0 0.1 0.2
```
Positions in Å, forces in eV/Å.

---

# 2
The following is a DFT calculation (ωB97M-V/def2-TZVPD) of a molecular structure, C4H6As2Ca3F12NO6 in a non-equilibrium geometry.

Results
total charge: +3
lowest unoccupied orbital energy: -13.496 eV
HOMO-LUMO gap: 3.225 eV
ΔE to the lowest compared entry with this formula, charge and spin: 108.35 kcal per mole
spin multiplicity: 1

The geometry in XYZ format:
```
34
Properties=species:S:1:pos:R:3:forces:R:3
Ca -1.85389 2.49724 0.73659 0.2 0.4 -0.3
Ca 1.88908 2.10534 -3.81154 -0.1 2.2 1.5
Ca -0.68849 -1.57985 -3.20395 -1.4 -0.4 2.2
As -0.15436 5.19924 -1.98602 0.0 3.4 0.1
F 1.07376 5.33004 -0.80743 0.0 -0.5 -0.1
F 0.91141 3.93298 -2.75588 0.6 -1.8 -1.3
F -1.38535 4.92067 -3.13757 0.1 -1.0 0.1
F -1.07042 6.37279 -1.17776 -0.4 -0.6 0.2
F 0.55487 6.32758 -3.03629 0.3 -0.3 0.0
F -0.82786 3.83385 -1.00435 -0.7 -1.0 0.7
As -3.18575 -1.01553 0.01392 -1.6 -1.0 1.2
F -2.24214 -1.36884 -1.53508 0.6 -0.4 -1.4
F -2.67011 0.71109 -0.27216 0.5 0.9 -0.3
F -3.95993 -0.44061 1.40853 0.1 0.2 0.1
F -3.60408 -2.62939 0.20161 0.2 -0.3 -0.2
F -1.70775 -1.25341 0.83330 0.3 0.5 -0.2
F -4.52160 -0.71460 -0.97784 0.3 0.3 -0.3
N 0.48430 0.84288 -0.89284 -1.1 0.4 -1.5
O 0.07582 1.25781 0.16689 0.5 -0.1 0.5
O 0.01640 -0.22022 -1.37601 0.6 -0.5 -0.6
O 1.23134 1.54214 -1.61476 0.7 -0.3 -0.3
C 0.21355 -3.53080 1.62553 -0.6 0.2 0.2
C 1.62358 -3.07669 1.43922 0.6 -0.4 -0.6
C 1.98276 -1.55377 1.47767 0.3 -1.0 0.4
O 3.03595 -1.53829 2.43555 -0.3 1.3 0.0
C 3.23802 -2.74239 3.01612 -0.2 -0.9 0.0
O 4.05071 -3.00524 3.82035 0.3 0.4 0.3
O 2.36121 -3.64375 2.51531 0.0 0.5 -0.3
H -0.39310 -3.35889 0.73749 -0.1 0.0 0.0
H -0.24380 -3.03429 2.48386 -0.1 0.1 -0.1
H 0.19848 -4.59487 1.85458 0.1 0.0 -0.2
H 2.02533 -3.52400 0.51866 0.0 0.1 0.0
H 1.11341 -0.93550 1.72445 0.2 0.0 0.6
H 2.42866 -1.11273 0.57983 -0.1 -0.5 -0.3
```
Positions in Å, forces in eV/Å.

---

# 3
The following is a DFT calculation (ωB97M-V/def2-TZVPD) of a molecular structure, C4H6As2F15N2O8Pt in a non-equilibrium geometry.

Results
total charge: -3
lowest unoccupied orbital energy (spin up / spin down): 2.540 / 1.444 eV
expectation value of S²: 2.11
HOMO-LUMO gap (spin up / spin down): 3.993 / 2.897 eV
ΔE to the lowest compared entry with this formula, charge and spin: 150.72 kcal per mole
spin multiplicity: 3

The geometry in XYZ format:
```
38
Properties=species:S:1:pos:R:3:forces:R:3
Pt -1.44809 0.25915 -1.28605 -0.4 -0.1 -0.1
N -3.36413 5.46942 0.71635 0.1 3.2 0.6
O -3.14512 4.32194 0.47788 0.4 -3.3 -0.9
O -3.90811 6.21991 -0.14637 0.0 -0.1 0.3
O -2.99240 5.95230 1.82184 -0.3 0.3 -0.1
N -4.77467 -2.09370 -3.81070 -1.9 -0.6 -0.9
O -5.81103 -2.63397 -4.26592 0.8 0.4 0.3
O -4.72305 -0.90753 -3.56182 -1.2 3.6 0.4
O -3.74839 -2.65908 -3.59395 2.6 -3.2 0.2
As -4.29634 -2.19199 4.29900 1.0 -1.1 -0.8
F -4.86673 -2.76516 5.95505 0.3 0.8 -2.0
F -3.52065 -3.79982 4.05195 -0.4 1.5 0.5
F -3.61687 -1.62845 2.70562 -0.6 -0.6 1.6
F -5.12378 -0.66391 4.41780 0.2 -0.6 0.4
F -2.83488 -1.55066 5.12152 -1.3 -0.5 -0.7
F -5.70222 -2.88091 3.42924 0.8 0.6 1.0
As 2.74080 -5.12324 -0.65038 0.5 0.3 0.3
F 3.83201 -4.41444 0.62481 -1.3 -0.1 -1.3
F 3.60771 -4.24896 -1.98954 -0.8 -0.5 1.5
F 1.80716 -5.95921 -1.92199 0.5 0.7 1.2
F 1.84641 -5.97022 0.65628 0.9 0.5 -1.4
F 1.54610 -3.77555 -0.51544 1.4 -1.3 -0.3
F 4.01040 -6.37639 -0.75051 -1.1 0.4 0.0
C 2.67311 2.44659 -2.24865 -2.3 -2.6 1.7
O 2.33978 2.12048 -0.88234 0.2 1.1 -1.6
O 1.45015 2.17928 -2.90804 2.2 1.0 -0.1
C 3.27712 3.79664 -2.45186 -1.3 4.5 -0.4
F 3.71099 4.07106 -3.70531 0.4 -1.4 0.3
F 2.36724 4.81165 -2.27148 -0.2 -1.0 0.3
F 4.25175 4.10902 -1.58972 0.4 -1.0 -0.3
C 3.30297 1.91135 0.11039 1.5 -0.5 1.0
C 2.55136 1.66274 1.39405 0.0 -0.2 0.4
H 3.18880 1.52338 2.26718 0.5 0.6 -0.1
H 1.89392 2.52014 1.53812 -0.2 -0.3 0.3
H 2.02766 0.70788 1.43965 -0.5 0.2 -0.7
H 4.03037 2.71133 0.24825 -0.5 0.7 -0.1
H 4.00288 1.10146 -0.09525 -0.4 -0.7 -0.5
H 3.41759 1.74752 -2.62963 0.1 -0.6 -0.4
```
Positions in Å, forces in eV/Å.

---

# 4
The following is a DFT calculation (ωB97M-V/def2-TZVPD) of a molecular structure, C4H6B5F20LiO3 in a non-equilibrium geometry.

Results
total charge: -4
lowest unoccupied orbital energy: 7.540 eV
HOMO-LUMO gap: 7.183 eV
ΔE to the lowest compared entry with this formula, charge and spin: 35.00 kcal per mole
spin multiplicity: 1

The geometry in XYZ format:
```
39
Properties=species:S:1:pos:R:3:forces:R:3
Li -0.07759 -0.32160 1.24903 -0.3 -0.3 0.3
B -0.26297 -2.11279 -1.44867 -0.5 -1.6 0.4
F -0.41345 -1.07609 -2.40883 0.2 0.0 0.1
F 0.38089 -1.71057 -0.27389 0.1 0.7 -0.3
F -1.49868 -2.71981 -1.15745 0.2 0.5 -0.4
F 0.55153 -3.12982 -2.04326 0.3 0.2 -0.5
B -1.57560 0.36684 3.62077 -0.5 -0.3 -1.0
F -0.85198 0.41758 4.78913 0.5 0.1 0.8
F -1.00228 1.21286 2.61413 0.3 -0.6 0.2
F -1.66576 -0.96472 3.15178 0.2 0.7 0.0
F -2.87027 0.85158 3.85553 -0.7 0.3 0.5
B -2.88067 0.68345 0.00499 1.2 0.1 0.6
F -3.76370 0.37062 1.02532 -0.5 -0.3 -0.2
F -3.45138 0.50893 -1.26445 -0.4 -0.2 -0.4
F -2.51126 2.03699 0.14138 0.0 0.5 -0.3
F -1.68877 -0.11774 0.10720 -0.9 0.3 -0.1
B 0.35131 -4.17740 2.25242 0.3 2.2 -0.9
F -0.24412 -4.50382 1.02469 0.3 -0.6 0.0
F 1.72567 -4.53651 2.32584 0.2 -0.3 -0.3
F 0.25400 -2.73620 2.37277 0.2 -1.6 0.4
F -0.27696 -4.87474 3.26809 -0.7 -0.4 1.0
B 2.67084 0.51447 3.54282 0.1 0.5 -0.6
F 3.77768 1.09794 2.84398 0.4 0.1 -0.3
F 2.05731 1.59789 4.21469 -0.1 -0.4 0.0
F 1.86103 -0.15263 2.60836 -0.1 0.5 0.3
F 3.20293 -0.40180 4.44439 0.1 -0.3 0.7
C -0.38472 2.44746 -4.30567 0.3 -0.3 -1.4
C 0.43227 1.45001 -3.47208 -1.2 1.4 0.8
C 1.90745 1.78524 -3.16869 -1.3 -0.8 -1.2
O 2.00153 1.41629 -1.82270 2.1 0.7 -0.1
C 0.80362 1.45230 -1.23640 -2.3 -1.7 0.2
O 0.57334 1.20502 -0.10907 0.8 0.8 0.3
O -0.15676 1.60264 -2.18733 0.4 0.5 0.8
H -0.36534 3.50901 -4.04876 0.7 -0.1 0.7
H -1.45181 2.22599 -4.28067 0.1 -0.5 0.1
H -0.05753 2.41666 -5.35431 -0.1 -0.1 -0.1
H 0.27725 0.39210 -3.70648 0.1 0.2 -0.5
H 2.09646 2.84125 -3.38334 0.3 0.1 0.4
H 2.52648 1.13312 -3.78527 0.4 0.2 0.2
```
Positions in Å, forces in eV/Å.